Below is a molecular structure, C29H29N4S4Tc in a non-equilibrium geometry, with properties calculated with the ωB97M-V functional and the def2-TZVPD basis.

Properties
M: 659.8 g mol⁻¹
Energy above the lowest of the compared OMol25 structures with the same formula, charge and spin: 52.7 kJ/mol
Spin multiplicity: 4
LUMO (alpha / beta): -3.6 / -4.2 eV
Total charge: +1
E_HOMO (alpha / beta): -0.357 / -0.378 hartree

Each line ends with the Löwdin spin population.
Atoms and positions in Å:
Tc  -9.8130  -4.5098  15.0183  2.27
C  -10.9034  -8.6491  13.2152  0.00
N  -10.8768  -8.3241  14.6573  0.01
C  -12.1083  -8.6354  15.3277  0.00
C  -12.1647  -8.2953  16.8217  0.00
N  -12.0214  -6.9318  17.2624  0.05
C  -11.6861  -6.9646  18.7588  0.00
C  -13.0008  -5.9683  16.9370  0.00
C  -14.1431  -5.8591  17.7889  0.00
C  -15.1102  -4.9252  17.5027  0.00
C  -15.0655  -4.1550  16.3294  0.00
C  -13.9576  -4.2762  15.4592  0.00
C  -12.8785  -5.1559  15.7550  0.04
S  -11.7568  -5.3584  14.3538  0.13
C  -9.6610  -8.6554  15.2032  0.01
C  -9.1378  -9.8937  15.0026  0.00
C  -7.8709  -10.2174  15.3317  0.00
C  -7.1494  -9.3360  16.1564  0.00
C  -7.6136  -8.0096  16.3526  0.01
C  -8.8416  -7.6567  15.8656  0.06
S  -9.5486  -6.0822  16.4581  0.23
H  -11.3270  -9.6624  12.9606  0.00
H  -9.8947  -8.5238  12.8111  0.00
H  -11.5195  -7.8360  12.7276  0.00
H  -12.3284  -9.7228  15.2183  0.00
H  -13.0054  -8.1921  14.7874  0.00
H  -11.4459  -8.8693  17.3544  0.00
H  -13.1622  -8.7042  17.1905  0.00
H  -12.3708  -7.5593  19.3843  0.00
H  -11.5969  -5.9355  19.1285  0.00
H  -10.6685  -7.4232  18.7333  0.00
H  -14.2172  -6.5575  18.6418  0.00
H  -15.8908  -4.7317  18.2643  0.00
H  -15.9243  -3.5361  16.0602  0.00
H  -13.9132  -3.6492  14.5311  0.00
H  -9.6874  -10.5642  14.4263  0.00
H  -7.5147  -11.1647  15.1166  0.00
H  -6.2522  -9.6848  16.5783  0.00
H  -6.9297  -7.2806  16.8092  0.00
S  -10.6294  -3.2979  17.1432  0.01
C  -9.8747  -2.0903  16.2701  0.01
N  -9.1735  -2.4799  15.1719  0.03
C  -8.4644  -1.4140  14.6565  0.01
C  -7.5745  -1.3699  13.5410  0.00
C  -6.8802  -0.1676  13.2895  0.00
C  -7.0428  0.9593  14.0704  0.00
C  -7.9651  0.9316  15.1109  0.00
C  -8.7226  -0.2299  15.3918  0.00
S  -9.9779  -0.4027  16.5770  0.00
H  -7.4443  -2.3401  13.0051  0.00
H  -6.1307  -0.0879  12.5004  0.00
H  -6.4505  1.8985  13.8869  0.00
H  -8.2704  1.8550  15.5874  0.00
C  -5.2748  -6.9327  11.3619  0.00
C  -6.3479  -6.2998  12.1929  0.02
C  -7.7047  -6.6014  11.8788  0.00
C  -8.7491  -5.9253  12.5282  0.02
N  -8.4876  -4.9944  13.5248  0.03
C  -7.1860  -4.8514  13.9700  0.02
C  -6.1311  -5.4431  13.3128  0.00
H  -5.2595  -8.0587  11.5590  0.00
H  -4.3088  -6.5094  11.6851  0.00
H  -5.5154  -6.7689  10.3126  0.00
H  -7.9787  -7.3016  11.0773  0.00
H  -9.7974  -6.1156  12.2465  0.00
H  -7.1915  -4.2810  14.8796  0.00
H  -5.1112  -5.3193  13.6590  0.00

Atoms 1-3, force components in eV/Å:
-0.7 2.2 0.8
-1.1 1.0 -0.2
-0.9 0.6 -1.9

Below is C6H8 in the gas phase in a non-equilibrium geometry, with properties calculated with the ωB97M-V functional and the def2-TZVPD basis.

Properties
M: 80.1 g mol⁻¹
Energy above the lowest of the compared OMol25 structures with the same formula, charge and spin: 209.9 kJ/mol
Structure (SMILES): C=CC(=C)C=C
Spin multiplicity: 1
LUMO: 0.3 eV
E_HOMO: -0.311 hartree

Each line ends with the natural charge from an NBO analysis.
Atoms and positions in Å:
C  -0.9670  -1.5085  -1.8077  -0.40
C  -0.0958  -0.7106  -1.1827  -0.18
C  -0.1194  0.1103  0.0692  -0.09
C  -1.2599  0.7649  0.3699  -0.34
C  1.1939  0.3964  0.6638  -0.22
C  1.4299  0.8473  1.8930  -0.36
H  -0.5982  -2.3744  -2.3423  0.21
H  -2.0287  -1.2693  -1.8684  0.19
H  0.9385  -0.6995  -1.5417  0.19
H  -1.3954  1.5522  1.0989  0.20
H  -2.1223  0.3223  -0.1131  0.19
H  2.0059  0.5154  -0.0641  0.20
H  2.4276  0.9140  2.3015  0.21
H  0.5909  1.1397  2.5238  0.19

Atoms 1-3, force components in eV/Å:
-0.3 0.8 0.0
1.5 -0.6 0.8
-1.5 1.9 -1.2

Below is 3 unconnected molecules or ions with the total composition C24H61N7O6P2Si in a non-equilibrium geometry, with properties calculated with the ωB97M-V functional and the def2-TZVPD basis.

Properties
M: 633.8 g mol⁻¹
Structure (SMILES): CC(=O)OCCCCCCCC[Si@@H](N)CC(=O)O.CN(C)P(=O)(N(C)C)N(C)C.CN(C)P(=O)(N(C)C)N(C)C
Spin multiplicity: 1
LUMO: 0.6 eV
E_HOMO: -0.312 hartree

Each line ends with the Mulliken charge.
Atoms and positions in Å:
C  -0.6512  2.0904  1.9275  -0.75
C  -1.2911  2.1703  0.5718  0.80
O  -2.2019  1.4858  0.1970  -0.62
O  -0.7419  3.1498  -0.2163  -0.17
C  -0.2062  2.6731  -1.4554  -1.41
C  1.0671  1.8750  -1.2557  0.67
C  2.2217  2.6787  -0.6726  -0.42
C  3.5269  1.8900  -0.4782  -1.30
C  3.3792  0.5232  0.2275  1.16
C  3.6677  -0.7148  -0.6429  -1.19
C  2.4587  -1.4521  -1.2369  -0.64
C  1.9140  -2.5714  -0.3291  -0.84
Si  0.9533  -2.0018  1.1582  0.04
N  -0.3740  -3.1227  1.3168  -0.36
C  1.9923  -2.1411  2.7437  -0.72
C  2.3164  -0.8428  3.4244  0.43
O  1.6642  0.1686  3.3621  -0.53
O  3.4514  -0.9037  4.1756  -0.48
H  0.3545  1.6802  1.8281  -0.06
H  -0.5348  3.1059  2.3093  0.34
H  -1.2508  1.4936  2.6054  0.36
H  -0.9505  2.0192  -1.9193  0.44
H  -0.0698  3.5090  -2.1394  0.47
H  0.8253  1.0214  -0.6142  -0.66
H  1.3734  1.4343  -2.2094  0.63
H  2.4525  3.4814  -1.3810  0.46
H  1.9267  3.1659  0.2585  0.21
H  4.1453  2.5174  0.1674  0.34
H  4.0601  1.7954  -1.4262  0.37
H  2.3985  0.4830  0.7070  -0.99
H  4.1052  0.5084  1.0448  0.44
H  4.2551  -1.4362  -0.0699  0.42
H  4.2994  -0.3879  -1.4726  0.55
H  1.6381  -0.7882  -1.5138  0.30
H  2.7886  -1.9173  -2.1700  0.40
H  1.1977  -3.1602  -0.9129  0.40
H  2.7156  -3.2715  -0.0845  0.34
H  0.4517  -0.6168  1.0051  -0.08
H  -1.1250  -2.8008  1.9142  0.20
H  -0.7606  -3.4186  0.4306  0.19
H  2.9166  -2.6689  2.5052  0.37
H  1.4591  -2.7679  3.4643  0.55
H  3.8272  -0.0151  4.2076  0.37
C  2.7634  -9.1937  1.2174  -0.79
N  2.3617  -7.8522  0.8413  0.05
C  2.7092  -6.8726  1.8655  -0.79
P  1.0057  -7.4449  -0.1630  0.67
O  1.4837  -6.0887  -0.5528  -0.71
N  1.0653  -8.3120  -1.6157  0.22
C  1.7272  -9.5923  -1.7641  -1.22
C  1.1857  -7.5109  -2.8297  -0.96
N  -0.0825  -8.4983  0.6283  0.00
C  -1.3629  -8.7174  -0.0899  -1.06
C  -0.4367  -8.0458  1.9943  -1.01
H  2.0966  -9.6805  1.9461  0.27
H  3.7556  -9.1445  1.6710  0.39
H  2.8590  -9.8494  0.3611  0.20
H  2.0313  -6.8731  2.7294  0.28
H  2.7020  -5.8700  1.4419  -0.01
H  3.7182  -7.0658  2.2351  0.43
H  2.8198  -9.4990  -1.7626  0.32
H  1.4318  -10.0435  -2.7146  0.41
H  1.4187  -10.2899  -0.9870  0.35
H  2.2110  -7.1659  -3.0041  0.29
H  0.5391  -6.6392  -2.7900  0.29
H  0.8725  -8.1158  -3.6839  0.35
H  -1.9197  -7.7902  -0.2546  0.34
H  -1.9826  -9.3889  0.5042  0.41
H  -1.1843  -9.1915  -1.0501  0.31
H  -0.8535  -7.0348  2.0123  0.32
H  0.4336  -8.0742  2.6442  0.22
H  -1.1728  -8.7289  2.4149  0.41
C  -5.1304  6.4620  -0.7977  -0.70
N  -3.7705  6.5632  -1.2927  0.16
C  -3.1038  5.2635  -1.3724  -1.22
P  -2.7411  7.8821  -1.0780  0.47
O  -1.6392  7.7162  -2.0419  -0.84
N  -3.4892  9.3332  -1.5595  0.32
C  -4.9236  9.5366  -1.5596  -1.20
C  -2.8579  10.0460  -2.6650  -1.03
N  -2.9271  8.1691  0.5823  0.14
C  -2.3158  9.4269  1.0600  -1.06
C  -2.3785  7.0703  1.4091  -1.04
H  -5.2012  6.3303  0.2912  0.26
H  -5.6026  5.5945  -1.2619  0.36
H  -5.7328  7.3167  -1.0749  0.22
H  -2.7571  4.8956  -0.4020  0.35
H  -2.2377  5.3239  -2.0291  0.23
H  -3.7787  4.5182  -1.7955  0.44
H  -5.4267  8.9998  -2.3742  0.32
H  -5.1387  10.6012  -1.6823  0.39
H  -5.3622  9.2465  -0.6056  0.34
H  -3.1020  9.6131  -3.6425  0.31
H  -1.7776  10.0511  -2.5590  0.34
H  -3.1982  11.0846  -2.6526  0.32
H  -1.2388  9.4715  0.8670  0.35
H  -2.4767  9.5034  2.1356  0.42
H  -2.7893  10.2832  0.5903  0.29
H  -1.3236  6.8656  1.1986  0.38
H  -2.9463  6.1547  1.2537  0.15
H  -2.4743  7.3313  2.4622  0.46

Atoms 1-3, force components in eV/Å:
-0.1 0.5 -0.2
-0.2 0.0 0.1
0.2 -0.1 -0.1

Which formula does entry 3 have?
C24H61N7O6P2Si

What is the formula in the first record?
C29H29N4S4Tc

What did the second record say?
Below is C6H8 in the gas phase in a non-equilibrium geometry, with properties calculated with the ωB97M-V functional and the def2-TZVPD basis.

Properties
M: 80.1 g mol⁻¹
Energy above the lowest of the compared OMol25 structures with the same formula, charge and spin: 209.9 kJ/mol
Structure (SMILES): C=CC(=C)C=C
Spin multiplicity: 1
LUMO: 0.3 eV
E_HOMO: -0.311 hartree

Each line ends with the natural charge from an NBO analysis.
Atoms and positions in Å:
C  -0.9670  -1.5085  -1.8077  -0.40
C  -0.0958  -0.7106  -1.1827  -0.18
C  -0.1194  0.1103  0.0692  -0.09
C  -1.2599  0.7649  0.3699  -0.34
C  1.1939  0.3964  0.6638  -0.22
C  1.4299  0.8473  1.8930  -0.36
H  -0.5982  -2.3744  -2.3423  0.21
H  -2.0287  -1.2693  -1.8684  0.19
H  0.9385  -0.6995  -1.5417  0.19
H  -1.3954  1.5522  1.0989  0.20
H  -2.1223  0.3223  -0.1131  0.19
H  2.0059  0.5154  -0.0641  0.20
H  2.4276  0.9140  2.3015  0.21
H  0.5909  1.1397  2.5238  0.19

Atoms 1-3, force components in eV/Å:
-0.3 0.8 0.0
1.5 -0.6 0.8
-1.5 1.9 -1.2